Version w
C35H49F5IInN9O4PS | the ωB97M-V functional and the def2-TZVPD basis

Last column: Mulliken charge in e.
Element x y z (Å)
In -0.3024 0.2258 0.2525  1.50
C 3.6309 -0.1668 3.7907  -1.04
N 2.9631 1.0353 3.3084  0.14
C 3.5058 2.3098 3.7797  -0.80
C 2.8298 3.3387 2.8847  -0.73
N 1.8920 2.5479 2.0957  0.69
C 1.3943 3.1999 0.9018  -1.49
C 1.9950 1.2108 2.3584  0.35
N 1.2344 0.3003 1.7760  -0.17
C 1.1665 -1.1185 2.1833  -1.67
C 1.5541 -2.0470 1.0513  -1.04
N 0.7769 -1.7266 -0.1518  0.81
C 0.9275 -2.4795 -1.2154  -0.90
N 1.7277 -3.5958 -1.3406  0.11
C 1.9661 -4.6142 -0.3079  -1.18
C 1.5751 -4.1754 -2.6854  -0.74
C 0.8694 -3.0847 -3.4696  -0.75
N 0.3440 -2.2312 -2.4143  1.16
C -0.4559 -1.1138 -2.8550  -1.31
H 4.5934 0.1435 4.1937  0.41
H 3.8318 -0.8691 2.9846  0.34
H 3.0852 -0.6666 4.5916  0.33
H 4.5887 2.3121 3.6588  0.51
H 3.2820 2.4584 4.8363  0.33
H 3.5423 3.8465 2.2306  0.36
H 2.2919 4.0978 3.4518  0.33
H 2.1903 3.3223 0.1602  0.28
H 1.0332 4.1914 1.1812  0.36
H 0.5637 2.6764 0.4554  0.65
H 0.1244 -1.3223 2.4527  -0.20
H 1.7305 -1.3546 3.0653  1.19
H 1.3472 -3.0517 1.4118  0.76
H 2.6293 -1.9820 0.8348  0.37
H 2.7038 -4.3051 0.4252  0.34
H 2.3689 -5.4865 -0.8149  0.51
H 1.0404 -4.9154 0.1893  0.36
H 0.9739 -5.0866 -2.6328  0.43
H 2.5499 -4.4276 -3.0968  0.39
H 0.0567 -3.4660 -4.0879  0.37
H 1.5491 -2.5170 -4.1124  0.34
H -1.3517 -1.4909 -3.3478  0.48
H 0.0984 -0.5020 -3.5714  0.51
H -0.7915 -0.4822 -2.0384  -0.21
O 3.8485 1.5650 -5.5560  -0.50
C 4.4155 0.9244 -4.4376  -0.55
C 3.4223 0.9450 -3.3112  -0.36
C 3.7471 0.3982 -2.0704  -1.38
C 2.7966 0.3988 -1.0744  -0.48
N 1.5748 0.9224 -1.2312  1.34
C 1.2802 1.4986 -2.3951  -0.35
C 2.1665 1.5095 -3.4662  -0.20
C -0.0530 2.1602 -2.4484  0.83
C -0.4055 3.0202 -3.4707  -0.69
C -1.6353 3.6717 -3.4303  0.43
C -2.0152 4.6158 -4.5467  -0.88
O -1.6782 4.0869 -5.8152  -0.50
C -2.4593 3.4283 -2.3443  -1.22
C -2.0408 2.5485 -1.3613  -0.66
N -0.8664 1.9180 -1.4076  0.34
H 4.5078 1.6526 -6.2489  0.33
H 5.3323 1.4195 -4.1024  0.37
H 4.6685 -0.1184 -4.6567  0.32
H 4.7258 -0.0296 -1.8836  0.55
H 3.0078 -0.0323 -0.1027  0.18
H 1.8995 1.9481 -4.4162  0.70
H 0.2582 3.2011 -4.3034  0.55
H -1.4393 5.5354 -4.4351  0.27
H -3.0707 4.8841 -4.4721  0.42
H -2.3944 3.5291 -6.1339  0.32
H -3.4285 3.9041 -2.2566  0.43
H -2.6712 2.3169 -0.5157  0.54
F -3.0420 -5.2297 -3.0810  -0.32
C -2.9727 -4.1521 -2.3228  0.71
C -2.1831 -4.1500 -1.1893  0.06
F -1.4800 -5.2326 -0.8621  -0.42
C -2.1163 -3.0188 -0.4012  -0.41
F -1.3581 -3.0864 0.6876  -0.40
C -2.7835 -1.8458 -0.7281  0.97
S -2.6755 -0.3684 0.2318  -0.39
C -3.5756 -1.8822 -1.8710  0.06
F -4.2268 -0.7908 -2.2620  -0.39
C -3.6845 -3.0132 -2.6580  0.44
F -4.4368 -3.0020 -3.7462  -0.31
N -1.1852 1.7470 3.7048  0.25
C -1.4773 2.4541 2.6208  0.01
O -1.3102 2.0178 1.4620  -0.19
C -2.0125 3.8665 2.7257  -1.03
I -2.5052 4.5942 4.6569  0.09
H -1.1452 0.7256 3.5958  -0.05
H -1.4027 2.1385 4.6074  0.23
H -2.9113 3.9199 2.1194  0.42
H -1.2778 4.5448 2.3012  0.36
C -2.7042 -1.8092 5.7646  -1.38
P -2.8898 -1.3090 4.0493  1.10
C -3.5521 -2.7397 3.1936  -1.02
C -4.1944 -0.0718 4.0224  -1.08
O -1.6010 -0.7878 3.4648  -1.00
H -3.6628 -2.1104 6.1929  0.44
H -2.3022 -0.9786 6.3457  0.35
H -2.0087 -2.6473 5.8277  0.35
H -4.3722 -3.1786 3.7673  0.51
H -2.7654 -3.4821 3.0664  0.27
H -3.9175 -2.4397 2.2117  0.20
H -5.1417 -0.4948 4.3649  0.46
H -4.3136 0.2849 2.9981  0.23
H -3.9322 0.7681 4.6695  0.31

## Properties
LUMO (eV): -4.97
Multiplicity: 1
Total charge: +2

Version x
C35H49F5IInN9O4PS | the ωB97M-V functional and the def2-TZVPD basis

Last column: Mulliken charge in e.
Element x y z (Å)
In 0.7493 0.5616 0.4712  1.62
C -1.4252 -1.7788 -0.8306  -0.94
N -0.7662 -2.8260 -0.1362  1.30
C -1.2313 -4.1922 -0.3845  -0.63
C -0.7775 -4.9662 0.8482  -0.97
N -0.1568 -3.9478 1.6854  0.20
C 0.4129 -4.4138 2.9465  -0.96
C -0.1936 -2.6948 1.1443  -0.43
N 0.1917 -1.5559 1.5961  0.77
C 0.6518 -1.3507 2.9727  -0.86
C 0.5465 0.1291 3.3055  -1.97
N 1.5747 0.8882 2.5915  0.11
C 2.7234 1.2240 3.1079  0.18
N 3.6720 1.9213 2.4111  0.33
C 3.7241 2.0965 0.9775  -0.60
C 4.9346 1.9678 3.1333  -0.62
C 4.5096 1.6434 4.5542  -0.78
N 3.2164 0.9817 4.3644  0.11
C 2.4722 0.6569 5.5727  -1.07
H -2.5118 -1.8825 -0.7923  0.29
H -1.5841 -2.7532 -2.6368  0.60
H -1.1690 -0.7882 -0.4598  -0.64
H -0.7783 -4.5991 -1.2920  0.27
H -2.3186 -4.2091 -0.5060  0.40
H -0.0486 -5.7363 0.5958  0.45
H -1.6066 -5.4460 1.3695  0.39
H 0.6479 -5.4697 2.8272  0.38
H -0.2884 -4.3175 3.7761  0.29
H 1.3361 -3.9070 3.1859  0.36
H 1.6999 -1.6507 3.0683  0.29
H 0.0591 -1.9022 3.7022  0.67
H 0.5394 0.2608 4.3800  0.52
H -0.4275 0.4716 2.9431  0.25
H 2.7302 2.2608 0.5733  -0.50
H 4.1922 1.2463 0.4780  0.20
H 4.3157 2.9884 0.7669  0.46
H 5.3864 2.9541 3.0445  0.40
H 5.6374 1.2288 2.7366  0.32
H 4.3963 2.5429 5.1659  0.36
H 5.2049 0.9717 5.0543  0.42
H 3.1724 0.6982 6.4037  0.44
H 2.0652 -0.3514 5.5473  0.30
H 1.6730 1.3719 5.7792  0.37
O -6.1423 1.1231 -4.3432  -0.51
C -5.6463 2.1722 -3.5367  -0.65
C -4.3671 1.7167 -2.8936  0.32
C -3.8012 2.4216 -1.8369  -1.13
C -2.6174 1.9661 -1.2748  -0.70
N -1.9737 0.8830 -1.6998  0.25
C -2.5084 0.2245 -2.7207  0.36
C -3.7030 0.5855 -3.3397  -0.66
C -1.7232 -0.8988 -3.2457  0.07
C -1.4894 -1.1717 -4.5620  -0.25
C -0.4518 -2.0320 -4.9565  0.26
C -0.3239 -2.5147 -6.3683  -1.06
O -0.9375 -3.7993 -6.3785  -0.55
C 0.5509 -2.3559 -3.9744  -0.45
C 0.3127 -2.1774 -2.6727  -0.86
N -1.1041 -1.8978 -2.3311  0.58
H -6.9473 1.4127 -4.7825  0.32
H -6.3554 2.4584 -2.7568  0.36
H -5.4319 3.0658 -4.1306  0.34
H -4.2762 3.3151 -1.4464  0.50
H -2.1575 2.4892 -0.4414  0.55
H -4.1197 -0.0037 -4.1449  0.71
H -2.0368 -0.6157 -5.3143  0.56
H 0.7308 -2.5761 -6.6480  0.39
H -0.8266 -1.8282 -7.0537  0.37
H -0.7931 -4.2126 -7.2370  0.33
H 1.5386 -2.6620 -4.3004  0.48
H 0.9984 -2.2703 -1.8426  0.60
F 5.8451 1.3234 -4.5325  -0.29
C 5.1287 0.8103 -3.5434  0.74
C 3.8017 1.1584 -3.3917  -0.16
F 3.2367 2.0181 -4.2370  -0.31
C 3.0649 0.6087 -2.3618  -0.05
F 1.7780 0.9896 -2.2651  -0.21
C 3.6021 -0.2888 -1.4459  0.27
S 2.6913 -1.0221 -0.1266  -0.52
C 4.9452 -0.6072 -1.6242  0.32
F 5.5395 -1.4541 -0.7835  -0.34
C 5.7020 -0.0781 -2.6532  0.25
F 6.9774 -0.4159 -2.7912  -0.28
N 0.8310 5.0842 1.9008  -0.35
C 0.9491 4.3558 0.7897  0.68
O 0.6690 3.1561 0.7570  -0.55
C 1.4438 4.9949 -0.4890  -0.77
I 2.0144 7.0425 -0.4370  0.08
H 0.5020 4.6355 2.7382  0.22
H 1.0641 6.0630 1.9170  0.07
H 0.6605 4.9018 -1.2343  0.35
H 2.3077 4.4347 -0.8328  0.23
C -4.2231 1.7044 2.5624  -1.29
P -3.3766 0.1641 2.1999  1.28
C -3.1407 -0.6682 3.7739  -1.14
C -4.5812 -0.8345 1.3122  -1.16
O -2.0915 0.3496 1.4530  -0.81
H -5.1244 1.5322 3.1531  0.44
H -4.4971 2.1770 1.6186  0.30
H -3.5510 2.3672 3.1085  0.35
H -4.0911 -0.9000 4.2568  0.48
H -2.5466 -0.0345 4.4340  0.33
H -2.5927 -1.5934 3.5857  0.20
H -5.5266 -0.8724 1.8585  0.46
H -4.2061 -1.8530 1.1924  0.28
H -4.7549 -0.3935 0.3287  0.28

## Properties
LUMO (alpha / beta) (eV): -5.53 / -6.31
Multiplicity: 1
Total charge: +2

Most stable: version w. Least stable: version x.